Formula: C73H51NO8S
Source: the OMol25 dataset
Level of theory: the ωB97M-V functional and the def2-TZVPD basis

The geometry in XYZ format:
```
134
Properties=species:S:1:pos:R:3:forces:R:3:lowdin_charge:R:1
C 0.592083 1.090383 2.119192 -0.0463 -0.1048 0.1049 -0.109
C 1.118011 -0.271765 1.671016 -0.1190 0.0396 -0.0599 -0.242
C 0.333880 -0.886235 0.490676 0.1347 -0.2535 0.4209 -0.191
C 1.178309 -1.275523 -0.733596 0.2155 -0.0043 -0.0363 -0.201
C 0.745114 -0.565218 -2.014920 -0.3932 -0.1344 0.3150 -0.154
C 0.688611 0.929740 -1.838206 0.0737 0.0043 -0.2882 -0.239
C 1.747963 1.633408 -1.275801 0.0443 -0.0428 -0.0421 -0.040
C 1.686812 3.003350 -1.096856 0.1091 0.0978 0.0800 -0.009
C 0.567005 3.710396 -1.502718 -0.0516 -0.0425 -0.1522 -0.268
C -0.488703 3.022653 -2.086510 -0.0500 0.0070 0.0366 -0.451
C -0.432209 1.644640 -2.236052 -0.0241 0.1956 0.0247 -0.046
S -1.876113 3.951875 -2.653787 -0.1185 0.0100 -0.1289 1.042
C -1.932478 5.128664 -1.337578 -0.1995 -0.2285 -0.0714 -0.460
C -3.146127 5.577090 -0.836814 0.1886 -0.0230 -0.1322 -0.118
C -3.160007 6.511397 0.178568 -0.3533 0.2780 0.1408 -0.123
C -1.973101 6.990888 0.708731 0.1011 0.0186 0.0393 -0.092
C -0.762775 6.532947 0.226522 0.1441 -0.3306 -0.3856 -0.018
C -0.735774 5.593440 -0.811040 0.0376 0.3426 0.1880 -0.260
N 0.468261 5.106097 -1.348657 0.1698 0.1460 0.3343 0.090
H -0.293082 0.963848 2.745769 -0.0268 -0.0141 -0.0423 0.056
H 0.315133 1.714079 1.269800 0.0673 0.0687 -0.0908 0.056
H 1.326459 1.627417 2.716960 0.0634 0.0555 0.0395 0.073
H 1.059156 -0.948369 2.523231 0.1432 -0.0590 0.0658 0.100
H 2.174354 -0.205766 1.412819 0.0825 0.0950 -0.0521 0.093
H -0.147794 -1.789248 0.863342 -0.1924 -0.0356 -0.0644 0.104
H -0.470891 -0.205476 0.213465 -0.0340 0.0554 -0.1547 0.103
H 2.234550 -1.063557 -0.558678 0.0636 0.0413 0.1448 0.086
H 1.130894 -2.355149 -0.871715 -0.0076 -0.0590 -0.1852 0.108
H 1.384227 -0.838461 -2.854667 0.1355 -0.0296 -0.0252 0.104
H -0.257950 -0.922123 -2.254240 -0.0708 0.0518 -0.1882 0.115
H 2.631210 1.099732 -0.952053 0.0657 -0.0133 0.0403 0.109
H 2.504948 3.540526 -0.632441 0.0953 -0.0260 0.0262 0.114
H -1.280958 1.144772 -2.683192 -0.0339 -0.1350 0.0179 0.113
H -4.065362 5.181603 -1.244643 -0.0697 -0.0231 0.0013 0.110
H -4.106315 6.848521 0.578920 -0.0343 0.0751 -0.0110 0.106
H -1.971463 7.705923 1.518109 -0.1076 0.0753 0.0316 0.105
H 0.167487 6.898695 0.640726 0.0701 -0.0091 0.0342 0.112
H 1.274197 5.496261 -0.880447 0.0479 -0.0128 -0.0266 0.128
C 8.878211 -6.814407 -0.117840 -0.0112 -0.0014 -0.0153 -0.057
C 8.338934 -7.666540 -1.075606 -0.0007 0.0205 0.0063 -0.056
C 7.423606 -7.187165 -1.996738 0.0580 -0.0698 0.0288 -0.002
C 7.037212 -5.853278 -1.959837 -0.0093 0.0597 0.0103 -0.083
C 7.568208 -5.001038 -0.989555 -0.0493 0.0067 -0.0373 -0.083
C 8.494093 -5.485296 -0.073978 0.0494 -0.0709 0.0365 -0.002
C 7.148644 -3.572624 -0.905239 0.0263 0.0296 0.0301 -0.277
O 7.615270 -2.829504 -0.068528 -0.0091 -0.0081 -0.0024 0.107
C 6.130240 -3.090607 -1.882222 0.0066 -0.0635 -0.0152 -0.082
C 5.686323 -1.777214 -1.798476 -0.0587 0.0989 -0.0130 -0.001
C 4.748017 -1.304673 -2.699983 -0.0219 -0.0054 0.0185 -0.061
C 4.251657 -2.141430 -3.694097 -0.0007 -0.0132 0.0259 -0.057
C 4.688189 -3.452485 -3.780071 -0.0681 0.0666 -0.0383 0.001
C 5.624195 -3.933566 -2.873255 0.0345 -0.0116 0.0523 -0.081
C 6.061010 -5.356270 -2.971818 -0.0130 -0.0297 -0.0398 -0.277
O 5.635140 -6.083917 -3.842801 -0.0039 0.0043 0.0132 0.108
H 9.598044 -7.190517 0.596920 0.0031 -0.0067 0.0055 0.107
H 8.635328 -8.706675 -1.102694 0.0094 -0.0058 -0.0014 0.107
H 7.000511 -7.837084 -2.749869 -0.0290 0.0387 -0.0330 0.120
H 8.902754 -4.812698 0.667113 -0.0333 0.0471 -0.0081 0.120
H 6.080892 -1.137171 -1.021400 0.0480 -0.0328 0.0173 0.121
H 4.400860 -0.281702 -2.625688 -0.0110 0.0070 -0.0356 0.103
H 3.519080 -1.773011 -4.400280 0.0019 0.0251 -0.0023 0.106
H 4.307615 -4.115326 -4.544651 0.0265 -0.0492 0.0144 0.121
C -2.948280 2.373292 2.222850 0.0835 0.0205 -0.0454 -0.034
C -3.487356 3.581966 1.795189 -0.0869 -0.1898 0.1696 -0.036
C -4.860206 3.718729 1.676690 0.1018 0.0745 -0.0405 0.005
C -5.695508 2.646356 1.958184 -0.0175 -0.0680 0.0346 -0.079
C -5.150325 1.426045 2.364704 -0.0622 0.0409 -0.0402 -0.082
C -3.773624 1.297853 2.504235 0.0861 0.0482 -0.0272 0.007
C -6.015418 0.247105 2.639685 0.0426 -0.0422 0.0601 -0.263
O -5.525860 -0.807400 2.999653 -0.2131 0.1226 0.0101 0.086
C -7.490146 0.404686 2.451984 0.0450 0.0125 0.0084 -0.070
C -8.332988 -0.684625 2.654401 -0.0520 0.0902 0.0483 0.000
C -9.700955 -0.544871 2.493637 0.0035 0.0245 -0.0210 -0.048
C -10.239875 0.685054 2.136439 0.0032 -0.0111 -0.0037 -0.053
C -9.409342 1.772971 1.929982 -0.0854 -0.0359 0.0001 -0.001
C -8.035589 1.637311 2.079884 0.0745 -0.0389 0.0004 -0.080
C -7.167830 2.824257 1.826685 -0.0079 0.0577 -0.0110 -0.277
O -7.647323 3.895233 1.520762 -0.0017 -0.0107 -0.0062 0.108
H -1.874565 2.269882 2.323771 -0.1119 0.0320 -0.0168 0.080
H -2.842911 4.414914 1.563527 0.0846 0.0278 0.0168 0.088
H -5.298798 4.655527 1.361557 -0.0497 -0.0108 -0.0063 0.113
H -3.361578 0.351901 2.827206 -0.0409 -0.0396 0.0004 0.119
H -7.919719 -1.639236 2.936930 0.0457 0.0422 0.0891 0.088
H -10.349315 -1.397502 2.646223 -0.0013 -0.0062 0.0108 0.110
H -11.309577 0.793407 2.016193 -0.0082 -0.0024 -0.0014 0.108
H -9.814206 2.734955 1.648526 0.0527 0.0318 -0.0103 0.121
C 9.400107 4.969734 2.475698 -0.0195 0.0015 -0.0051 -0.054
C 8.096895 4.772659 2.919189 0.0105 0.0058 -0.0161 -0.055
C 7.028236 5.073982 2.092581 0.0329 -0.0399 0.0773 -0.002
C 7.258076 5.581039 0.819591 0.0181 0.0228 -0.0489 -0.084
C 8.566521 5.791882 0.379727 -0.0531 0.0224 -0.0233 -0.082
C 9.635100 5.478451 1.209820 0.0344 -0.0308 0.0818 -0.001
C 8.843810 6.363143 -0.969686 0.0495 -0.0031 -0.0206 -0.277
O 9.979307 6.537639 -1.355809 -0.0103 0.0062 0.0083 0.110
C 7.675203 6.715818 -1.826638 -0.0215 -0.0205 0.0494 -0.082
C 7.902493 7.288328 -3.071640 -0.0302 0.0274 -0.0860 0.000
C 6.833132 7.611781 -3.889120 -0.0113 -0.0092 0.0166 -0.054
C 5.531396 7.360082 -3.469574 0.0163 -0.0015 0.0022 -0.054
C 5.299411 6.792939 -2.228498 -0.0266 0.0320 -0.0758 -0.003
C 6.367980 6.473495 -1.399876 0.0452 -0.0017 0.0342 -0.083
C 6.093298 5.882425 -0.059281 -0.0400 -0.0188 -0.0086 -0.277
O 4.958046 5.653273 0.304501 -0.0636 -0.0102 -0.0053 0.091
H 10.233545 4.727051 3.121334 0.0039 -0.0009 0.0080 0.108
H 7.916374 4.381599 3.911576 0.0026 -0.0100 0.0052 0.108
H 6.010479 4.920288 2.422897 -0.0288 0.0104 -0.0475 0.119
H 10.642976 5.639150 0.853556 -0.0101 0.0287 -0.0494 0.121
H 8.919409 7.474526 -3.387549 0.0305 -0.0271 0.0441 0.121
H 7.012001 8.060186 -4.857242 -0.0018 -0.0004 -0.0100 0.108
H 4.697483 7.608546 -4.112407 -0.0050 0.0034 -0.0055 0.109
H 4.292115 6.594523 -1.890504 0.0068 -0.0151 0.0494 0.114
C -6.717601 -4.163182 3.090600 0.0094 0.0060 0.0107 -0.049
C -6.606268 -3.519138 1.863175 -0.0311 -0.2268 -0.1381 -0.062
C -6.803484 -4.228504 0.689682 0.0015 0.0712 0.0571 0.012
C -7.106074 -5.583826 0.737685 -0.0112 -0.0544 0.0148 -0.083
C -7.204813 -6.231466 1.971463 0.0073 -0.0224 -0.0532 -0.085
C -7.015351 -5.514189 3.146457 0.0197 0.0814 0.0465 0.002
C -7.496927 -7.690264 2.055167 -0.0135 -0.0207 0.0452 -0.278
O -7.593415 -8.252793 3.125274 0.0051 0.0059 -0.0096 0.105
C -7.662675 -8.439256 0.775589 0.0110 0.0546 -0.0151 -0.083
C -7.890724 -9.808890 0.822129 -0.0232 -0.0848 -0.0431 -0.003
C -8.058194 -10.521580 -0.352623 0.0013 0.0197 -0.0092 -0.058
C -8.004577 -9.868824 -1.579591 0.0004 0.0047 0.0203 -0.058
C -7.774924 -8.504794 -1.632011 -0.0132 -0.0842 -0.0463 -0.003
C -7.597696 -7.786053 -0.456386 0.0164 0.0208 0.0564 -0.083
C -7.328706 -6.320910 -0.538691 -0.0036 0.0289 -0.0433 -0.278
O -7.291018 -5.751495 -1.608696 0.0087 -0.0070 0.0081 0.106
H -6.563614 -3.603260 4.004775 0.0201 0.0132 -0.0053 0.113
H -6.369997 -2.467591 1.835977 0.1290 -0.0475 -0.0485 0.072
H -6.723797 -3.741147 -0.272249 -0.0217 -0.0425 -0.0360 0.121
H -7.099439 -6.026501 4.094796 -0.0035 -0.0563 -0.0182 0.120
H -7.933821 -10.302862 1.782740 0.0017 0.0475 0.0371 0.120
H -8.232048 -11.588781 -0.314721 -0.0057 -0.0076 -0.0030 0.107
H -8.140534 -10.427491 -2.496104 0.0009 -0.0076 -0.0050 0.107
H -7.727990 -7.984810 -2.578616 0.0165 0.0537 0.0175 0.120
```
Positions in Å, forces in eV/Å.

E_HOMO, Eh: -0.286
Kohn-Sham gap, eV: 6.6
LUMO energy, Ha: -0.0421